[1]
Entry from the OMol25 dataset: 3 unconnected molecules or ions with the total composition C4H14O2 in a non-equilibrium geometry (wB97M-V/def2-TZVPD).

Geometry as XYZ:
```
20
Properties=species:S:1:pos:R:3
C -0.11 1.85 -0.29
C 0.12 0.30 -0.02
C 0.15 -0.09 1.48
C 1.64 -0.44 1.94
H 0.80 2.47 0.14
H -1.03 2.28 -0.09
H 0.05 2.08 -1.29
H 1.14 0.12 -0.51
H -0.44 -0.24 -0.68
H -0.45 -0.98 1.65
H -0.08 0.74 2.10
H 1.78 -0.79 2.94
H 2.09 0.56 2.01
H 2.17 -1.23 1.36
H 0.08 -0.79 -2.45
H 1.52 -1.33 -2.09
O 0.90 -1.24 -2.76
H -2.92 0.29 0.62
H -2.94 -0.35 -0.74
O -2.46 -0.32 0.06
```

Properties
- HOMO energy (spin up / spin down) (eV) = -15.51 / -15.26
- E (eV) = -8457.73939
- <S²> = 0.75
- 2S+1 = 2
- net charge = +1
- relative energy (zero: lowest compared OMol25 entry of this formula, charge and spin) (kcal per mole) = 44.05
- orbital gap (spin up / spin down) (eV) = 12.5 / 4.6

Charge distribution, Mulliken scheme, values in e: number 1, C, carries -1.27; number 2, C, carries -0.34; number 3, C, carries -0.23; number 4, C, carries -1.12; number 5, H, carries 0.31; number 6, H, carries 0.40; number 7, H, carries 0.45; number 8, H, carries 0.28; number 9, H, carries 0.57; number 10, H, carries 0.32; number 11, H, carries 0.33; number 12, H, carries 0.39; number 13, H, carries 0.33; number 14, H, carries 0.35; number 15, H, carries 0.38; number 16, H, carries 0.33; number 17, O, carries -0.56; number 18, H, carries 0.32; number 19, H, carries 0.31; number 20, O, carries -0.57


[2]
Entry from the OMol25 dataset: a molecular structure, CH3O3S2 in a non-equilibrium geometry (wB97M-V/def2-TZVPD).

Geometry as XYZ:
```
9
Properties=species:S:1:pos:R:3
C -0.31 -0.73 -0.78
O -2.59 -0.84 -1.92
O -2.22 -1.81 0.35
O 0.23 0.43 2.06
S -1.13 -0.41 1.44
S -1.72 -1.71 -1.10
H 0.17 0.08 -1.47
H 0.47 -1.41 -0.45
H 0.17 1.38 1.88
```

Properties
- HOMO energy (eV) = -3.61
- E (eV) = -28896.77512
- 2S+1 = 1
- net charge = -1
- relative energy (zero: lowest compared OMol25 entry of this formula, charge and spin) (kcal per mole) = 83.54
- orbital gap (eV) = 7.2

Charge distribution, Mulliken scheme, values in e: number 1, C, carries -0.65; number 2, O, carries -0.64; number 3, O, carries -0.53; number 4, O, carries -0.53; number 5, S, carries 0.02; number 6, S, carries 0.47; number 7, H, carries 0.28; number 8, H, carries 0.29; number 9, H, carries 0.29


[3]
Entry from the OMol25 dataset: a gas-phase ion, C7H11N6O (charge +1) in a non-equilibrium geometry (wB97M-V/def2-TZVPD).

Geometry as XYZ:
```
25
Properties=species:S:1:pos:R:3
C 2.09 -2.12 2.23
C 1.62 -2.85 1.17
C 0.94 -0.16 1.50
C 0.54 -0.91 0.40
C 0.64 1.31 1.69
C -0.82 2.58 0.59
C -1.34 -0.17 -2.72
N 1.67 -0.85 2.35
N 0.90 -2.20 0.29
N 0.12 1.74 0.44
N -0.08 -0.32 -0.69
N -1.56 3.16 -0.34
N -0.44 -0.97 -1.85
O 0.84 2.02 2.65
H 2.62 -2.45 3.04
H 1.74 -3.90 0.86
H -1.20 2.73 1.57
H -2.07 0.33 -2.02
H -0.86 0.66 -3.31
H -1.75 -0.98 -3.34
H -0.09 0.78 -0.74
H -2.19 3.86 -0.16
H -1.19 3.11 -1.31
H 0.78 -2.55 -0.69
H -0.91 -1.86 -1.57
```

Properties
- HOMO energy (spin up / spin down) (eV) = -9.82 / -12.68
- E (eV) = -18414.40123
- <S²> = 2.03
- 2S+1 = 3
- net charge = +1
- relative energy (zero: lowest compared OMol25 entry of this formula, charge and spin) (kcal per mole) = 0.00
- orbital gap (spin up / spin down) (eV) = 6.7 / 6.1

Charge distribution, Mulliken scheme, values in e: number 1, C, carries -0.34; number 2, C, carries -0.41; number 3, C, carries 0.40; number 4, C, carries 0.86; number 5, C, carries 0.04; number 6, C, carries 0.00; number 7, C, carries -0.76; number 8, N, carries -0.68; number 9, N, carries -0.14; number 10, N, carries -0.51; number 11, N, carries 0.39; number 12, N, carries -0.32; number 13, N, carries -0.87; number 14, O, carries -0.50; number 15, H, carries 0.50; number 16, H, carries 0.39; number 17, H, carries 0.41; number 18, H, carries 0.31; number 19, H, carries 0.28; number 20, H, carries 0.34; number 21, H, carries 0.52; number 22, H, carries 0.24; number 23, H, carries 0.22; number 24, H, carries 0.28; number 25, H, carries 0.33


[4]
Entry from the OMol25 dataset: a molecular structure, C11H23INO5PV in a non-equilibrium geometry (wB97M-V/def2-TZVPD).

Geometry as XYZ:
```
43
Properties=species:S:1:pos:R:3
C -2.81 -0.15 0.14
C -2.41 -0.64 1.54
C -3.74 -0.64 2.38
C -1.94 -2.10 1.50
C -0.87 -2.42 0.44
P 0.71 -1.44 0.49
N 0.81 -1.55 -1.33
C 0.88 0.41 0.51
C 0.59 1.16 -0.79
C 1.84 1.34 -1.67
C 1.43 1.67 -3.08
O 0.95 0.89 -3.84
O 1.65 2.96 -3.53
C 0.80 -1.46 2.43
C 2.19 -1.17 2.95
O 2.42 -0.19 3.58
I 3.81 -2.55 2.59
H -3.20 0.86 0.17
H -3.63 -0.80 -0.17
H -2.03 -0.30 -0.61
H -1.72 0.03 2.04
H -3.96 -1.66 2.70
H -4.57 -0.37 1.75
H -3.69 0.02 3.24
H -2.82 -2.67 1.21
H -1.69 -2.47 2.49
H -1.34 -2.26 -0.52
H -0.62 -3.48 0.53
H 1.93 -2.19 0.53
H 0.54 -2.49 -1.62
H 1.79 -1.52 -1.59
H 1.89 0.66 0.83
H 0.23 0.80 1.28
H -0.24 0.78 -1.36
H 0.31 2.17 -0.50
H 2.47 2.15 -1.30
H 2.46 0.45 -1.72
H 1.78 3.54 -2.77
H 0.51 -2.45 2.77
H 0.14 -0.74 2.92
O 3.13 5.83 -3.22
V 2.97 5.78 -4.89
O 3.06 6.23 -6.48
```

Properties
- HOMO energy (eV) = -10.91
- E (eV) = -66570.21785
- 2S+1 = 1
- net charge = +1
- orbital gap (eV) = 1.6

Charge distribution, Mulliken scheme, values in e: number 1, C, carries -1.83; number 2, C, carries 1.43; number 3, C, carries -1.46; number 4, C, carries -1.23; number 5, C, carries -1.32; number 6, P, carries 1.15; number 7, N, carries -0.73; number 8, C, carries -0.99; number 9, C, carries -1.02; number 10, C, carries -0.60; number 11, C, carries 0.12; number 12, O, carries -0.49; number 13, O, carries -0.45; number 14, C, carries -0.84; number 15, C, carries -0.06; number 16, O, carries -0.45; number 17, I, carries 0.04; number 18, H, carries 0.41; number 19, H, carries 0.49; number 20, H, carries 0.24; number 21, H, carries 0.09; number 22, H, carries 0.36; number 23, H, carries 0.34; number 24, H, carries 0.40; number 25, H, carries 0.66; number 26, H, carries 0.34; number 27, H, carries 0.71; number 28, H, carries 0.36; number 29, H, carries -0.21; number 30, H, carries 0.28; number 31, H, carries 0.26; number 32, H, carries 0.62; number 33, H, carries 0.60; number 34, H, carries 0.40; number 35, H, carries 0.59; number 36, H, carries 0.53; number 37, H, carries 0.36; number 38, H, carries 0.40; number 39, H, carries 0.57; number 40, H, carries 0.33; number 41, O, carries -0.65; number 42, V, carries 1.86; number 43, O, carries -0.60


[5]
Entry from the OMol25 dataset: a molecular structure, C3H4LaO3 in a non-equilibrium geometry (wB97M-V/def2-TZVPD).

Geometry as XYZ:
```
11
Properties=species:S:1:pos:R:3
H 1.79 0.20 -0.69
O -0.57 -0.10 -0.89
La -3.53 -0.85 -1.32
C 0.27 0.86 -0.77
C 1.27 0.74 0.32
H -0.14 1.87 -0.95
H 0.83 1.08 1.27
H 2.05 1.51 0.28
O -1.74 -2.06 0.60
C -0.59 -1.79 0.74
O 0.35 -1.48 1.40
```

Properties
- HOMO energy (spin up / spin down) (eV) = -16.03 / -17.05
- E (eV) = -10154.80989
- <S²> = 0.75
- 2S+1 = 2
- net charge = +2
- relative energy (zero: lowest compared OMol25 entry of this formula, charge and spin) (kcal per mole) = 89.62
- orbital gap (spin up / spin down) (eV) = 6.4 / 7.6

Charge distribution, Mulliken scheme, values in e: number 1, H, carries 0.26; number 2, O, carries -0.52; number 3, La, carries 1.84; number 4, C, carries 0.08; number 5, C, carries -0.88; number 6, H, carries 0.38; number 7, H, carries 0.39; number 8, H, carries 0.35; number 9, O, carries -0.51; number 10, C, carries 0.86; number 11, O, carries -0.25


[6]
Entry from the OMol25 dataset: a molecular structure, C21H44N6O10PS in a non-equilibrium geometry (wB97M-V/def2-TZVPD).

Geometry as XYZ:
```
83
Properties=species:S:1:pos:R:3
C 4.41 0.41 1.33
C 2.86 -0.12 1.70
O 1.97 0.30 0.75
C 0.78 -0.21 0.23
C 1.37 -1.48 -0.68
C 2.94 -1.47 -1.14
C 3.15 -2.20 -2.64
O 4.57 -2.65 -2.64
C 0.36 0.95 -0.93
C 0.43 2.50 -0.42
O 1.60 3.08 0.20
C 1.89 4.45 -0.25
N 1.16 0.82 -2.15
C 2.33 1.70 -2.41
C 0.68 0.45 -3.47
C 0.19 -0.92 -4.19
O 0.68 1.49 -4.37
C -1.29 0.83 -1.22
S -2.03 1.91 -2.55
C -1.87 -0.70 -1.09
N -3.31 -0.56 -1.49
C -1.59 -1.26 0.46
C -1.52 -2.89 0.20
N -2.34 -3.43 -0.94
C -3.04 -1.17 1.19
O -3.18 -1.57 2.59
N -4.46 -1.49 2.99
O -4.42 -1.82 4.18
N -0.39 -0.61 1.15
C 0.05 -1.67 2.20
N 0.50 -1.10 3.57
C -0.14 -1.94 4.71
P -0.80 0.58 2.49
C -2.15 1.88 2.23
O 0.55 1.76 2.68
H 4.94 0.67 2.35
H 4.24 1.45 0.77
H 5.00 -0.36 0.67
H 2.96 -1.31 1.74
H 2.68 0.26 2.82
H 1.39 -2.52 -0.10
H 0.74 -1.71 -1.63
H 3.48 -0.45 -1.21
H 3.65 -2.13 -0.43
H 2.87 -1.50 -3.53
H 2.51 -3.20 -2.65
H 5.09 -1.78 -2.62
H 0.23 3.18 -1.39
H -0.45 2.84 0.31
H 2.67 4.37 -1.15
H 2.48 4.98 0.62
H 0.95 5.09 -0.51
H 2.10 2.83 -2.64
H 3.04 1.67 -1.45
H 3.03 1.32 -3.29
H 0.39 -0.90 -5.37
H 0.64 -1.92 -3.79
H -0.98 -0.99 -4.07
H -1.83 1.34 -0.28
H -2.04 3.28 -2.13
H -1.34 -1.30 -1.93
H -3.88 -1.41 -1.45
H -3.82 0.24 -1.06
H -2.00 -3.42 1.16
H -0.49 -3.38 0.10
H -2.72 -4.38 -0.67
H -1.73 -3.49 -1.79
H -3.77 -1.97 0.66
H -3.66 -0.19 1.06
H 0.95 -2.32 1.92
H -0.79 -2.36 2.60
H 1.52 -1.35 3.73
H 0.31 -1.67 5.76
H -1.32 -1.84 4.69
H 0.07 -3.09 4.49
H -2.98 1.74 1.46
H -2.70 1.95 3.29
H -1.77 3.00 2.06
H 0.24 2.46 3.34
C -4.96 3.55 -0.67
O -4.85 2.36 -0.45
O -4.16 4.42 -0.30
O -5.88 4.08 -1.30
```

Properties
- HOMO energy (eV) = -0.48
- E (eV) = -72008.20117
- 2S+1 = 1
- net charge = -1
- orbital gap (eV) = 1.7

Charge distribution, Mulliken scheme, values in e: number 1, C, carries -0.93; number 2, C, carries -0.12; number 3, O, carries -0.18; number 4, C, carries -0.31; number 5, C, carries 0.07; number 6, C, carries -0.56; number 7, C, carries -0.35; number 8, O, carries -0.58; number 9, C, carries 0.07; number 10, C, carries -1.69; number 11, O, carries -0.16; number 12, C, carries -0.73; number 13, N, carries 1.46; number 14, C, carries -0.52; number 15, C, carries 0.21; number 16, C, carries -1.04; number 17, O, carries -0.65; number 18, C, carries -0.51; number 19, S, carries -0.16; number 20, C, carries -0.16; number 21, N, carries -0.56; number 22, C, carries 2.13; number 23, C, carries -0.87; number 24, N, carries -0.38; number 25, C, carries -1.89; number 26, O, carries -0.01; number 27, N, carries -0.13; number 28, O, carries -0.42; number 29, N, carries 0.96; number 30, C, carries -0.36; number 31, N, carries -0.17; number 32, C, carries -0.72; number 33, P, carries 0.56; number 34, C, carries -0.67; number 35, O, carries -0.58; number 36, H, carries 0.36; number 37, H, carries 0.19; number 38, H, carries 0.18; number 39, H, carries 0.25; number 40, H, carries 0.27; number 41, H, carries 0.53; number 42, H, carries -0.51; number 43, H, carries 0.30; number 44, H, carries 0.29; number 45, H, carries 0.12; number 46, H, carries 0.18; number 47, H, carries 0.36; number 48, H, carries 0.89; number 49, H, carries 0.04; number 50, H, carries 0.24; number 51, H, carries 0.23; number 52, H, carries 0.31; number 53, H, carries 0.20; number 54, H, carries 0.08; number 55, H, carries 0.19; number 56, H, carries 0.33; number 57, H, carries 0.17; number 58, H, carries 0.28; number 59, H, carries -0.37; number 60, H, carries 0.22; number 61, H, carries -0.24; number 62, H, carries 0.41; number 63, H, carries 0.17; number 64, H, carries 0.47; number 65, H, carries -0.06; number 66, H, carries 0.30; number 67, H, carries 0.23; number 68, H, carries 0.67; number 69, H, carries 0.45; number 70, H, carries 0.03; number 71, H, carries 0.64; number 72, H, carries 0.38; number 73, H, carries 0.31; number 74, H, carries 0.21; number 75, H, carries 0.27; number 76, H, carries -0.10; number 77, H, carries 0.40; number 78, H, carries 0.41; number 79, H, carries 0.34; number 80, C, carries 0.58; number 81, O, carries -0.67; number 82, O, carries -0.74; number 83, O, carries -0.82


[7]
Entry from the OMol25 dataset: a molecular structure, C15H25N2O13P2Pm in a non-equilibrium geometry (wB97M-V/def2-TZVPD).

Geometry as XYZ:
```
58
Properties=species:S:1:pos:R:3
Pm 0.89 0.79 -0.15
C 4.48 4.24 -0.27
O 3.89 4.02 1.02
C 3.04 3.01 1.09
O 2.77 2.28 0.14
N 2.54 2.85 2.33
N 1.56 1.89 2.53
H 5.09 5.13 -0.17
H 3.71 4.39 -1.02
H 5.09 3.38 -0.55
H 2.83 3.48 3.06
H 0.74 2.32 2.94
H 1.90 1.12 3.10
C -4.01 2.07 0.31
C -2.60 1.96 -0.24
O -2.54 2.75 -1.41
P -2.24 0.18 -0.69
O -3.20 -0.70 0.22
O -2.85 0.01 -2.15
O -0.86 -0.40 -0.61
P -1.33 2.50 1.00
O -1.09 1.00 1.72
O -1.77 3.45 2.03
O -0.06 2.74 0.22
H -4.73 1.78 -0.45
H -4.18 3.11 0.59
H -4.14 1.44 1.19
H -1.63 2.73 -1.76
H -2.84 -1.60 0.28
H -2.41 0.61 -2.78
H -1.61 0.96 2.53
C -2.29 -4.55 -1.75
C -1.20 -3.82 -1.01
C -0.12 -3.27 -1.68
C 0.91 -2.62 -1.00
C 2.07 -2.05 -1.78
C 0.86 -2.54 0.39
C -0.20 -3.12 1.09
C -0.24 -3.06 2.60
C -1.23 -3.74 0.38
C 1.97 -1.85 1.18
O 2.73 -2.51 1.85
O 1.97 -0.55 1.09
H -2.34 -4.22 -2.79
H -3.26 -4.39 -1.28
H -2.09 -5.62 -1.75
H -0.08 -3.33 -2.76
H 1.82 -1.93 -2.83
H 2.92 -2.74 -1.71
H 2.41 -1.09 -1.39
H -0.33 -2.03 2.95
H 0.68 -3.47 3.01
H -1.09 -3.63 2.99
H -2.05 -4.19 0.93
O -0.25 1.58 -2.32
C 0.93 1.72 -2.72
O 1.92 1.14 -2.20
H 1.11 2.39 -3.58
```

Properties
- HOMO energy (spin up / spin down) (eV) = -8.65 / -8.66
- E (eV) = -80701.48148
- <S²> = 6.00
- 2S+1 = 5
- net charge = 0
- relative energy (zero: lowest compared OMol25 entry of this formula, charge and spin) (kcal per mole) = 0.00
- orbital gap (spin up / spin down) (eV) = 8.9 / 8.9

Charge distribution, Mulliken scheme, values in e: number 1, Pm, carries 0.73; number 2, C, carries -0.65; number 3, O, carries -0.47; number 4, C, carries 0.94; number 5, O, carries -0.57; number 6, N, carries -0.26; number 7, N, carries -0.36; number 8, H, carries 0.24; number 9, H, carries 0.28; number 10, H, carries 0.28; number 11, H, carries 0.21; number 12, H, carries 0.32; number 13, H, carries 0.28; number 14, C, carries -1.83; number 15, C, carries 1.25; number 16, O, carries -0.64; number 17, P, carries 0.81; number 18, O, carries -0.72; number 19, O, carries -0.54; number 20, O, carries 0.04; number 21, P, carries 1.02; number 22, O, carries -0.68; number 23, O, carries -0.86; number 24, O, carries -0.39; number 25, H, carries 0.44; number 26, H, carries 0.40; number 27, H, carries 0.37; number 28, H, carries 0.44; number 29, H, carries 0.26; number 30, H, carries 0.42; number 31, H, carries 0.37; number 32, C, carries -1.76; number 33, C, carries 0.97; number 34, C, carries -0.99; number 35, C, carries 1.22; number 36, C, carries -1.69; number 37, C, carries 0.73; number 38, C, carries 1.70; number 39, C, carries -1.79; number 40, C, carries -1.37; number 41, C, carries -0.23; number 42, O, carries -0.66; number 43, O, carries -0.54; number 44, H, carries 0.39; number 45, H, carries 0.37; number 46, H, carries 0.35; number 47, H, carries 0.39; number 48, H, carries 0.36; number 49, H, carries 0.39; number 50, H, carries 0.26; number 51, H, carries 0.27; number 52, H, carries 0.39; number 53, H, carries 0.41; number 54, H, carries 0.36; number 55, O, carries -0.46; number 56, C, carries -0.11; number 57, O, carries -0.51; number 58, H, carries 0.40